1.
C5H10AuMgO4 | ωB97M-V/def2-TZVPD

**Energy above the lowest of the compared OMol25 structures with the same formula, charge and spin**: 48.4 kcal/mol
**HOMO energy (alpha / beta)**: -0.4092 / -0.4460 Eh
**Spin multiplicity**: 3
**Net charge**: +1
**Frontier orbital gap (alpha / beta)**: 0.2213 / 0.2578 hartree

Element x y z (Å)
O 1.986 -0.224 1.205
C 2.279 0.728 0.258
C 1.072 1.315 -0.453
O -0.078 0.884 0.147
C -1.302 1.448 0.605
C -2.264 0.268 0.546
O -1.719 -0.881 1.138
Au 0.214 -0.947 0.987
H 2.894 0.282 -0.557
H 2.880 1.584 0.631
H 1.062 2.402 -0.265
H 1.784 -2.077 -1.690
H -1.606 2.267 -0.063
H -1.163 1.822 1.630
H -2.458 0.170 -0.540
H -3.223 0.469 1.054
C 0.696 -2.151 -1.538
O -0.029 -2.100 -0.506
Mg -2.550 -2.742 1.203
H 0.489 -3.071 -2.119
H 1.037 0.554 -1.672

natural (NBO) atomic charge list, values in e, 6 entries: O -0.76; C -0.12; C -0.02; O -0.66; C -0.08; C -0.09


2.
C5H10B3F4O4 | ωB97M-V/def2-TZVPD

**HOMO energy**: -0.0819 Eh
**Net charge**: -1
**Frontier orbital gap**: 0.1683 hartree

Element x y z (Å)
F -0.142 4.021 1.140
C -0.775 3.184 1.956
F -2.005 3.673 2.177
C -0.897 1.773 1.282
F -0.613 1.919 -0.024
F -2.176 1.359 1.375
B 0.134 0.676 1.874
O 0.554 -0.312 1.042
B 1.846 -0.725 1.300
O 2.421 -0.594 2.565
B 1.591 -0.068 3.503
O 0.524 0.751 3.189
H -0.255 3.171 2.910
H 2.494 -1.199 0.433
H 1.765 -0.351 4.646
C -0.429 -1.832 -3.919
C 0.120 -1.929 -2.477
C -0.773 -1.068 -1.556
O 1.388 -1.454 -2.438
H -0.406 -0.801 -4.281
H 0.162 -2.450 -4.600
H -1.475 -2.184 -3.977
H -0.052 -2.992 -2.159
H -0.762 -0.018 -1.853
H -0.413 -1.142 -0.529
H -1.825 -1.409 -1.577

natural (NBO) atomic charge list, values in e, 6 entries: F -0.32; C 0.52; F -0.33; C 0.36; F -0.31; F -0.32


3.
C5H10BNO | ωB97M-V/def2-TZVPD

**Energy above the lowest of the compared OMol25 structures with the same formula, charge and spin**: 7.0 kcal/mol
**HOMO energy**: -0.3418 Eh
**Frontier orbital gap**: 0.3690 hartree
**Structure (SMILES)**: B1N[C@@H]2CCC[C@@H]2O1

Element x y z (Å)
B -1.905 -0.921 -0.563
C 0.950 0.960 -0.741
C 0.342 1.257 0.631
C 1.440 -0.504 -0.507
C -0.465 0.009 0.977
C 0.201 -1.113 0.254
N -1.811 0.042 0.441
O -0.702 -1.610 -0.674
H -2.677 -1.387 -1.389
H 0.098 0.861 -1.459
H 1.727 1.780 -1.217
H 1.273 1.221 1.262
H -0.241 2.218 0.741
H 1.439 -1.095 -1.549
H 2.447 -0.558 -0.075
H -0.446 0.023 2.080
H 0.617 -2.003 0.872
H -2.285 0.821 0.918

natural (NBO) atomic charge list, values in e, 6 entries: B 0.79; C -0.42; C -0.41; C -0.43; C -0.09; C 0.08


4.
C5H10Br4Si | ωB97M-V/def2-TZVPD

**HOMO energy (alpha / beta)**: -0.3174 / -0.3173 Eh
**Frontier orbital gap (alpha / beta)**: 0.2920 / 0.2920 hartree

Element x y z (Å)
C -1.138 -0.090 1.689
C -0.780 1.360 -1.093
C -1.697 -1.695 -0.917
C 2.379 1.039 0.815
C 1.022 -0.682 -0.209
Si -0.824 -0.215 -0.179
Br 3.995 0.080 1.010
Br 2.633 2.635 -0.201
Br 1.722 -0.683 -2.039
Br 1.600 -2.224 0.591
H -0.545 -0.877 2.100
H -0.753 0.860 2.136
H -2.163 -0.146 2.015
H -0.623 1.018 -2.160
H -1.506 2.262 -1.102
H 0.161 1.995 -0.909
H -1.651 -2.632 -0.379
H -2.688 -1.469 -1.069
H -1.121 -1.800 -1.850
H 1.977 1.264 1.753

natural (NBO) atomic charge list, values in e, 6 entries: C -1.11; C -1.21; C -1.11; C -0.39; C -0.68; Si 1.66


F_max list, top to bottom, in eV Å⁻¹: 7.11; 1.63; 4.46; 3.68
E list, top to bottom, in eV: -22657.9154; -26442.4581; -9562.0505; -293392.3665